Entry 1:
{"formula": "C33H26F5GeLuN3O14PS2", "method": "ωB97M-V/def2-TZVPD", "total_charge": -1, "spin_multiplicity": 2, "homo_lumo_gap_ev": [5.105, 5.956], "lumo_energy_ev": [0.71, 0.89], "molar_mass_da": 1126.253, "species": ["Lu", "F", "C", "C", "F", "C", "F", "C", "S", "C", "F", "C", "F", "C", "O", "P", "O", "C", "O", "C", "H", "H", "H", "H", "H", "H", "H", "H", "H", "O", "S", "O", "O", "O", "C", "C", "C", "C", "C", "C", "Ge", "C", "C", "C", "C", "C", "C", "C", "C", "C", "C", "C", "C", "H", "H", "H", "H", "H", "H", "H", "H", "H", "H", "H", "H", "H", "H", "H", "O", "N", "O", "C", "C", "C", "C", "O", "C", "C", "N", "O", "O", "N", "O", "O", "H", "H"], "coordinates": [[9.7903, 9.2135, 15.7584], [11.3246, 15.9057, 14.8720], [10.5232, 14.8689, 15.1695], [11.0634, 13.5683, 15.1042], [12.4119, 13.3475, 14.9737], [10.2106, 12.5319, 15.1448], [10.7273, 11.1874, 14.9714], [8.8129, 12.6567, 15.2577], [7.7981, 11.2951, 15.0309], [8.2861, 13.9761, 15.3767], [6.9795, 14.1933, 15.4862], [9.1438, 15.0647, 15.3258], [8.6592, 16.3326, 15.3745], [13.3469, 6.4240, 16.2856], [13.7781, 7.7381, 16.7121], [12.8997, 9.0514, 17.0808], [12.8621, 9.2266, 18.6777], [14.1204, 9.1047, 19.3988], [14.0404, 10.1909, 16.7891], [14.2803, 10.5864, 15.3849], [14.3333, 5.9534, 16.0638], [12.6545, 6.4975, 15.4071], [12.7357, 5.9706, 17.1391], [13.9760, 8.2512, 20.0422], [14.2929, 10.0441, 19.9588], [14.9844, 8.9201, 18.7121], [15.1401, 11.2186, 15.4176], [13.4287, 11.2008, 15.0547], [14.3306, 9.7520, 14.6994], [11.5659, 8.4609, 14.4368], [10.7384, 8.1821, 13.2173], [9.3010, 8.6543, 13.5549], [11.3515, 9.1585, 12.1739], [10.8403, 6.7777, 12.7730], [13.4326, 6.2129, 7.8159], [14.0958, 7.1570, 8.6019], [13.3562, 8.1032, 9.3092], [11.9571, 8.1750, 9.2714], [11.3402, 7.3018, 8.4026], [12.0740, 6.3453, 7.6775], [10.9254, 9.4906, 10.3832], [11.8595, 11.1303, 10.0325], [11.5970, 12.1084, 11.0128], [12.3508, 13.2791, 11.1283], [13.4342, 13.5285, 10.2801], [13.6429, 12.6290, 9.2146], [12.8902, 11.4941, 9.1033], [8.9515, 9.5611, 10.2091], [8.3018, 8.3420, 10.4750], [6.9257, 8.2235, 10.2569], [6.1474, 9.2801, 9.7632], [6.8067, 10.4656, 9.4462], [8.1559, 10.6095, 9.7190], [13.9808, 5.3944, 7.3263], [15.1818, 7.1917, 8.6188], [13.8973, 8.8833, 9.8171], [10.2500, 7.2383, 8.3189], [11.4449, 5.6711, 7.0961], [10.7851, 11.9220, 11.7538], [12.0755, 13.9156, 11.9977], [14.1395, 14.3973, 10.3913], [14.4136, 12.7665, 8.4573], [13.0476, 10.8096, 8.2909], [8.8006, 7.4281, 10.7944], [6.4148, 7.2503, 10.3873], [5.0830, 9.1721, 9.4269], [6.2983, 11.3129, 8.9697], [8.6559, 11.5641, 9.4676], [7.9980, 8.5386, 22.7569], [8.1253, 7.5897, 21.9734], [7.8777, 6.3727, 22.1063], [8.6803, 7.9490, 20.7006], [8.8636, 6.9091, 19.7680], [9.0135, 7.3145, 18.4691], [8.8743, 8.6771, 18.0666], [8.0843, 8.9743, 17.0588], [9.2508, 9.5714, 19.1219], [9.0272, 9.2944, 20.4742], [9.8472, 10.7434, 18.6672], [10.0476, 11.7297, 19.3721], [10.2529, 10.8134, 17.4216], [9.3277, 6.4263, 17.4320], [9.3100, 5.1719, 17.5755], [9.9342, 7.0049, 16.3837], [8.7129, 5.8592, 20.0690], [9.0944, 10.1326, 21.1664]]}

Entry 2:
{"formula": "C33H26F6IN2O3RuSe4Te", "method": "ωB97M-V/def2-TZVPD", "total_charge": -2, "spin_multiplicity": 2, "homo_lumo_gap_ev": 4.238, "lumo_energy_ev": 3.34, "molar_mass_da": 1283.984, "species": ["Ru", "Se", "Se", "Te", "Se", "C", "C", "C", "C", "C", "C", "C", "C", "C", "C", "C", "C", "C", "C", "H", "H", "H", "H", "H", "H", "H", "H", "H", "H", "H", "C", "N", "C", "Se", "N", "C", "C", "C", "C", "C", "C", "H", "H", "H", "H", "H", "H", "H", "H", "C", "C", "O", "C", "F", "F", "F", "C", "F", "F", "F", "H", "H", "H", "I", "C", "C", "C", "C", "C", "C", "C", "O", "O", "H", "H", "H", "H"], "coordinates": [[1.6438, 0.9296, 0.4313], [4.8727, 2.4864, -1.3698], [6.6128, 3.8948, -0.8340], [1.6972, 4.8422, -0.5032], [3.1883, 2.9224, 0.2785], [-4.6962, -2.4675, 0.6772], [-4.4607, -1.1584, 0.2709], [-3.1791, -0.6361, 0.2790], [-2.0872, -1.4124, 0.6807], [-2.3472, -2.7114, 1.1257], [-3.6302, -3.2389, 1.1164], [-0.7032, -0.9070, 0.7299], [-0.1038, -0.0111, -0.0601], [-0.6617, 0.5490, -1.3078], [-0.3738, 1.8741, -1.6456], [-0.7422, 2.3935, -2.8794], [-1.4331, 1.6075, -3.7906], [-1.7436, 0.2908, -3.4596], [-1.3480, -0.2346, -2.2428], [-5.7017, -2.8709, 0.6734], [-5.2877, -0.5318, -0.0409], [-3.0142, 0.3936, -0.0086], [-1.5218, -3.3101, 1.4984], [-3.7977, -4.2516, 1.4647], [-0.1242, -1.2849, 1.5684], [0.1333, 2.5384, -0.9458], [-0.4737, 3.4184, -3.1035], [-1.7303, 2.0133, -4.7509], [-2.2813, -0.3362, -4.1616], [-1.5693, -1.2690, -2.0064], [1.5505, -3.2600, -0.9824], [1.3389, -2.4605, -2.1711], [1.8024, -1.2081, -2.3620], [2.9956, -0.1968, -1.3688], [1.3290, -0.7841, -3.5559], [0.5190, -1.7467, -4.1255], [-0.2242, -1.7800, -5.2935], [-0.9669, -2.9247, -5.5345], [-0.9693, -3.9977, -4.6376], [-0.2257, -3.9624, -3.4685], [0.5166, -2.8158, -3.2318], [2.2110, -2.7077, -0.3237], [2.0036, -4.2139, -1.2599], [0.6000, -3.4165, -0.4745], [1.4858, 0.1622, -3.8651], [-0.2388, -0.9393, -5.9727], [-1.5692, -2.9850, -6.4316], [-1.5716, -4.8696, -4.8567], [-0.2387, -4.7804, -2.7611], [4.2753, -0.8004, 1.9132], [2.9524, -0.6925, 2.6677], [1.8364, -0.2369, 2.0023], [2.5621, -2.1038, 3.1724], [1.4135, -2.1260, 3.8554], [2.3941, -2.9460, 2.1270], [3.4959, -2.6792, 3.9570], [3.1857, 0.2500, 3.8786], [2.1139, 0.3492, 4.6681], [3.5181, 1.4637, 3.4579], [4.2045, -0.1966, 4.6698], [4.1715, -1.4950, 1.0888], [5.0721, -1.1293, 2.5792], [4.5430, 0.1755, 1.5048], [-4.6499, 6.2991, 4.0029], [-2.9720, 5.1296, 3.5220], [-2.1752, 4.6422, 4.5444], [-1.0658, 3.8764, 4.2157], [-0.7736, 3.5824, 2.8920], [-1.5869, 4.0830, 1.8834], [-2.6876, 4.8694, 2.1914], [0.4476, 2.7380, 2.5655], [1.4124, 2.7524, 3.3175], [0.2790, 2.0549, 1.4957], [-2.4095, 4.8611, 5.5776], [-0.4010, 3.5029, 4.9829], [-1.3297, 3.8670, 0.8550], [-3.3106, 5.2741, 1.4049]]}

Entry 3:
{"formula": "C33H26GaN4S", "method": "ωB97M-V/def2-TZVPD", "total_charge": 1, "homo_lumo_gap_ev": [6.329, 5.782], "lumo_energy_ev": [-4.77, -5.02], "molar_mass_da": 580.389, "species": ["Ga", "C", "C", "C", "C", "C", "C", "C", "C", "S", "C", "N", "C", "C", "C", "C", "C", "C", "C", "C", "H", "H", "H", "H", "H", "H", "H", "H", "H", "H", "H", "H", "H", "H", "H", "H", "N", "C", "C", "C", "C", "C", "C", "C", "C", "C", "C", "C", "C", "N", "C", "C", "C", "C", "N", "H", "H", "H", "H", "H", "H", "H", "H", "H", "H"], "coordinates": [[1.4055, -0.2494, -3.1428], [-4.3994, 3.1825, -2.9862], [-2.9975, 3.4613, -2.4228], [-2.0257, 3.6593, -3.5853], [-3.0302, 4.7484, -1.5823], [-2.5928, 2.2871, -1.5387], [-3.2819, 2.0457, -0.3248], [-2.9594, 0.9906, 0.4956], [-1.9387, 0.0835, 0.1936], [-1.6478, -0.9591, 1.5748], [0.1271, -1.7704, -1.1462], [-0.2931, -0.4809, -1.6120], [-1.2447, 0.2639, -1.0633], [-1.6125, 1.4034, -1.8686], [1.6292, -3.0893, 0.0415], [2.1468, -4.0855, 0.8282], [3.1038, -4.9500, 0.2785], [3.5368, -4.8237, -1.0488], [2.9779, -3.8812, -1.8780], [1.9787, -3.0374, -1.3418], [-4.7373, 4.0331, -3.5829], [-5.1274, 3.0237, -2.1869], [-4.3948, 2.2960, -3.6245], [-2.3213, 4.5413, -4.1554], [-2.0312, 2.8094, -4.2731], [-1.0029, 3.8172, -3.2311], [-3.2337, 5.6032, -2.2301], [-2.0722, 4.9200, -1.0842], [-3.8129, 4.7234, -0.8209], [-4.0916, 2.6989, -0.0249], [-3.5067, 0.8567, 1.4220], [-1.0602, 1.5049, -2.7925], [1.8231, -4.2369, 1.8489], [3.5173, -5.7357, 0.8968], [4.2893, -5.5007, -1.4301], [3.2435, -3.8043, -2.9255], [0.8709, 0.3144, 7.7355], [0.9612, 0.1243, 6.6055], [1.0752, -0.1131, 5.1859], [0.5983, 0.8329, 4.2814], [0.7118, 0.6025, 2.9236], [1.2939, -0.5706, 2.4398], [1.7738, -1.5017, 3.3547], [1.6691, -1.2782, 4.7190], [1.4069, -0.7687, 0.9558], [2.1858, 0.1159, 0.2980], [3.0797, 1.0888, 0.9432], [3.7445, 1.7280, -0.0332], [3.2426, 1.1819, -1.2765], [2.3490, 0.2521, -1.1100], [0.6484, -1.9491, 0.3216], [-0.6360, -2.3739, 1.0459], [-1.4112, -3.1303, 0.0070], [-1.0280, -2.7761, -1.2062], [1.1950, -2.2203, -2.0410], [0.1347, 1.7390, 4.6487], [0.3202, 1.3269, 2.2200], [2.2793, -2.3875, 3.0102], [2.0583, -2.0011, 5.4241], [3.2131, 1.2092, 2.0071], [4.5028, 2.4904, 0.0653], [3.5384, 1.4866, -2.2750], [-0.4642, -2.9106, 1.9790], [-2.2349, -3.7871, 0.2553], [-1.4413, -3.0737, -2.1609]]}